No. 1
{
  "formula": "C25H28IN2O3OsS",
  "method": "wB97M-V/def2-TZVPD",
  "spin_multiplicity": 5,
  "s_squared": 6.037,
  "charge": 3,
  "orbital_gap_ev": [5.88, 4.65],
  "species": ["Os", "C", "C", "C", "C", "C", "C", "C", "C", "C", "C", "H", "H", "H", "H", "H", "H", "H", "H", "H", "H", "H", "H", "H", "H", "N", "C", "O", "C", "I", "H", "H", "H", "H", "O", "S", "C", "C", "C", "C", "C", "C", "C", "C", "C", "C", "C", "C", "H", "H", "H", "H", "H", "H", "H", "H", "H", "H", "O", "C", "N"],
  "xyz": [[-0.6514, -0.0028, -0.0785], [-4.4042, -1.8444, -3.4291], [-3.9737, -1.4968, -1.9829], [-4.5056, -2.5366, -1.0057], [-2.4875, -1.3451, -1.9988], [-1.8924, -0.0770, -2.2096], [-0.5063, 0.0505, -2.4356], [0.2962, -1.1126, -2.5573], [1.6799, -1.0242, -3.0771], [-0.2972, -2.3562, -2.2774], [-1.6432, -2.4694, -1.9825], [-5.4822, -1.9883, -3.4456], [-3.9284, -2.7665, -3.7589], [-4.1423, -1.0498, -4.1229], [-4.4212, -0.5219, -1.7491], [-4.3145, -3.5506, -1.3541], [-5.5869, -2.4411, -0.9255], [-4.0690, -2.4157, -0.0159], [-2.5368, 0.7837, -2.3628], [-0.1238, 0.9871, -2.8345], [2.3216, -0.4151, -2.4384], [1.6592, -0.5367, -4.0541], [2.1204, -2.0098, -3.1931], [0.2942, -3.2534, -2.3775], [-2.0739, -3.4488, -1.8371], [-1.9882, 2.6144, 1.8794], [-2.8264, 1.9992, 1.0636], [-2.4722, 1.1537, 0.2173], [-4.2868, 2.3488, 1.1650], [-4.6481, 4.4038, 0.4995], [-0.9876, 2.4610, 1.8230], [-2.3105, 3.2829, 2.5653], [-4.6435, 2.2960, 2.1942], [-4.8873, 1.7018, 0.5265], [1.3135, -0.7959, 0.1452], [1.9363, -0.6103, 1.5367], [3.7325, -0.8025, 1.3691], [4.3198, -1.4097, 0.2714], [5.6979, -1.5773, 0.2586], [6.4579, -1.2127, 1.3663], [5.8581, -0.6032, 2.4621], [4.4864, -0.4209, 2.4792], [1.8413, 1.1961, 1.7287], [1.7861, 1.7445, 2.9996], [1.7758, 3.1271, 3.1353], [1.8049, 3.9394, 2.0104], [1.8389, 3.3763, 0.7425], [1.8492, 1.9960, 0.5883], [3.7233, -1.7426, -0.5625], [6.1781, -2.0116, -0.6065], [7.5158, -1.4407, 1.3965], [6.4437, -0.2975, 3.3164], [4.0164, 0.0099, 3.3481], [1.7667, 1.1144, 3.8745], [1.7521, 3.5678, 4.1190], [1.8112, 5.0136, 2.1222], [1.9027, 4.0160, -0.1235], [1.9556, 1.5610, -0.3988], [-1.8570, -1.5808, 3.5704], [-1.3713, -1.0757, 2.6608], [-0.8159, -0.5009, 1.7603]],
  "forces_ev_per_a": [[-0.14, -0.07, 1.35], [0.16, 0.05, 0.06], [-0.31, 0.32, 0.00], [0.10, -0.09, -0.01], [-0.45, 0.07, 0.08], [0.11, 0.04, -0.04], [0.10, 0.18, -0.17], [0.14, -0.03, -0.16], [0.08, -0.06, 0.03], [0.00, -0.12, 0.08], [0.19, 0.05, 0.02], [-0.04, 0.02, -0.02], [-0.02, -0.09, -0.04], [-0.03, 0.05, -0.12], [0.17, -0.07, 0.04], [0.06, -0.08, 0.02], [0.01, 0.04, 0.03], [-0.05, -0.03, 0.16], [0.09, 0.01, 0.30], [0.04, 0.04, 0.23], [0.00, 0.04, 0.07], [0.02, 0.03, -0.06], [0.08, -0.02, 0.02], [0.14, -0.09, 0.08], [-0.04, -0.11, 0.08], [0.26, -0.47, -0.20], [-0.74, 1.76, 1.69], [1.76, -1.91, -1.82], [-0.11, 0.34, -0.36], [0.23, -0.72, 0.19], [-0.08, 0.03, 0.05], [-0.14, 0.09, -0.13], [0.12, 0.01, -0.07], [0.18, 0.07, 0.12], [-2.00, 0.25, -2.45], [1.48, 1.06, 2.07], [-0.10, -0.23, -0.10], [-0.18, 0.20, -0.20], [0.07, -0.04, 0.28], [-0.04, -0.05, -0.10], [-0.15, -0.24, -0.10], [-0.36, 0.15, -0.10], [-0.16, -0.49, 0.07], [0.00, -0.11, 0.00], [-0.04, -0.08, -0.02], [-0.03, 0.02, -0.07], [-0.08, 0.14, -0.01], [-0.02, -0.13, -0.20], [-0.07, -0.02, -0.15], [-0.03, -0.11, 0.02], [0.00, 0.18, -0.12], [0.03, -0.04, 0.04], [-0.04, 0.12, 0.17], [-0.01, -0.11, 0.16], [0.00, 0.04, 0.14], [0.03, 0.07, 0.00], [-0.05, 0.05, -0.13], [0.11, -0.01, -0.03], [0.01, -0.04, -0.13], [-0.86, -0.76, 1.63], [0.57, 0.90, -2.19]],
  "lowdin_spin": [2.712, 0.025, 0.022, 0.005, 0.146, 0.024, 0.015, 0.113, 0.019, 0.110, 0.050, 0.004, 0.000, 0.000, 0.002, 0.000, 0.001, 0.000, 0.001, 0.006, 0.007, 0.006, 0.000, 0.003, -0.001, 0.013, 0.005, 0.059, 0.000, 0.002, 0.001, 0.000, 0.000, 0.000, 0.085, 0.032, 0.003, 0.001, 0.001, 0.003, 0.000, 0.003, 0.035, -0.003, 0.020, 0.003, 0.009, 0.031, 0.000, 0.000, 0.000, 0.000, 0.000, 0.000, 0.001, 0.000, 0.000, 0.001, 0.138, 0.084, 0.203]
}

---

No. 2
{
  "formula": "C9H12ClN",
  "method": "wB97M-V/def2-TZVPD",
  "smiles": "[H]/N=C(\\CC)c1ccccc1.Cl",
  "spin_multiplicity": 1,
  "charge": 0,
  "orbital_gap_ev": 9.91,
  "species": ["H", "N", "C", "C", "C", "C", "C", "C", "C", "C", "C", "H", "H", "H", "H", "H", "H", "H", "H", "H", "H", "Cl", "H"],
  "xyz": [[-1.4928, 1.1660, 2.4485], [-1.0193, 1.1436, 1.5923], [-0.7792, 0.0610, 1.0207], [-1.2390, -1.3439, 1.4052], [0.0031, -2.2218, 1.4858], [-0.2391, 0.2650, -0.3482], [-0.8630, -0.5084, -1.3558], [-0.2272, -0.4885, -2.6020], [0.8404, 0.4203, -2.8033], [1.2344, 1.2587, -1.8177], [0.8033, 1.0651, -0.5330], [-1.9440, -1.5516, 0.5791], [-1.8616, -1.3300, 2.3110], [-0.3593, -3.1869, 1.9536], [0.6655, -2.2595, 0.6111], [0.7005, -1.5614, 2.0791], [-1.7838, -1.0903, -1.1522], [-0.5935, -1.0863, -3.4522], [1.2265, 0.4781, -3.8075], [1.8850, 2.0861, -1.9890], [1.1557, 1.6515, 0.3483], [2.4922, 3.2829, 2.0180], [1.3952, 3.7502, 2.0084]],
  "forces_ev_per_a": [[-0.77, -0.68, 1.71], [0.78, 1.91, -0.31], [-1.50, -0.25, -0.36], [-0.22, 1.37, -1.29], [0.12, 0.50, 1.35], [-2.30, -3.63, 0.96], [0.99, 0.19, -0.97], [-0.43, 0.24, 0.21], [-1.43, -1.16, -1.23], [1.16, 0.69, 0.19], [0.93, 2.10, 0.96], [0.32, -0.67, 0.56], [0.57, -0.01, -0.02], [1.44, 0.87, -0.57], [-1.05, -0.70, -0.43], [-0.60, -1.39, 0.59], [0.94, 0.43, -0.38], [0.21, 0.31, 0.55], [0.24, 0.21, -0.10], [0.74, 0.19, -0.38], [-0.14, -0.53, -1.06], [3.34, -1.33, 0.08], [-3.33, 1.35, -0.04]],
  "nbo_charge": [0.337, -0.641, 0.323, -0.465, -0.630, -0.090, -0.214, -0.197, -0.226, -0.185, -0.208, 0.211, 0.215, 0.225, 0.233, 0.214, 0.214, 0.214, 0.213, 0.212, 0.239, -0.240, 0.247]
}

---

No. 3
{
  "formula": "C8H15ClI2N2O2P2S",
  "method": "wB97M-V/def2-TZVPD",
  "spin_multiplicity": 1,
  "charge": 0,
  "orbital_gap_ev": 8.36,
  "species": ["C", "C", "I", "C", "I", "C", "P", "O", "Cl", "C", "C", "C", "N", "P", "S", "N", "C", "O", "H", "H", "H", "H", "H", "H", "H", "H", "H", "H", "H", "H", "H", "H", "H"],
  "xyz": [[2.0809, -0.3072, 1.9635], [2.8774, -0.2424, 0.6706], [3.2700, -2.2076, -0.1450], [2.3081, 0.7579, -0.3190], [3.6920, 0.9563, -2.0192], [0.8029, 0.6066, -0.6763], [0.6806, 1.4253, -2.3809], [-0.7974, 1.0682, -2.9703], [0.4635, 3.4336, -1.8386], [0.1387, -0.7542, -0.6880], [-1.3213, -0.5037, -0.1899], [-1.5104, -1.0664, 1.3215], [-2.1086, -0.1946, 2.2817], [-2.6303, -1.3791, -1.1290], [-2.6184, -1.3950, -3.0701], [-1.4548, 0.9421, -0.1112], [-0.1594, 1.4424, 0.1734], [0.1172, 2.3220, 0.9796], [1.0220, -0.1882, 1.8276], [2.3036, -1.2124, 2.5055], [2.4112, 0.5122, 2.5926], [3.8616, 0.1120, 0.9317], [2.4038, 1.7203, 0.1690], [-0.9546, 1.6482, -3.7170], [0.5455, -1.4834, -0.0047], [0.1415, -1.2481, -1.6564], [-2.1422, -1.9459, 1.2730], [-0.5489, -1.3842, 1.6944], [-1.5021, 0.5534, 2.5655], [-2.9948, 0.1675, 1.9830], [-2.5237, -2.6781, -0.6167], [-3.8455, -0.9079, -0.6049], [-2.0081, 1.4304, -0.7956]],
  "forces_ev_per_a": [[0.44, 0.21, 0.10], [-0.01, -0.07, -0.06], [0.00, -0.01, 0.08], [-0.47, -0.29, -0.07], [0.31, -0.06, 0.62], [0.28, 0.80, 0.15], [0.32, 0.11, -1.29], [-0.04, 0.12, 1.22], [-0.03, -0.08, -0.02], [-1.00, -0.94, -0.36], [0.05, 0.27, 1.01], [-0.34, 0.27, -0.55], [0.15, -0.38, 0.37], [0.12, -0.06, -1.54], [-0.12, -0.03, 0.21], [-0.12, -0.05, 0.50], [0.50, 1.00, 1.20], [-0.52, -1.42, -1.55], [-0.34, -0.13, -0.04], [-0.10, -0.33, 0.14], [-0.05, 0.30, 0.13], [0.42, -0.12, -0.14], [-0.02, 0.35, 0.01], [-0.25, 0.05, -0.47], [0.60, 0.06, 0.11], [0.05, 0.08, -0.34], [0.03, -0.40, 0.02], [0.24, -0.20, 0.06], [0.01, 0.39, -0.09], [-0.18, 0.26, -0.07], [0.00, 0.05, 0.30], [0.14, 0.02, 0.45], [-0.03, 0.22, -0.12]],
  "nbo_charge": [-0.640, -0.320, 0.074, -0.313, 0.137, -0.533, 1.181, -0.997, -0.327, -0.448, -0.216, -0.229, -0.816, 0.884, -0.564, -0.716, 0.728, -0.547, 0.202, 0.235, 0.231, 0.235, 0.256, 0.512, 0.241, 0.249, 0.191, 0.202, 0.371, 0.364, -0.028, -0.021, 0.422]
}